1.
The following is a quantum chemistry calculation of a molecular structure, C2H8N4O, from the Open Molecules 2025 dataset.

HOMO ... -8.58 eV
Kohn-Sham gap ... 0.3431 Ha
Relative energy (zero: lowest compared OMol25 entry of this formula, charge and spin) ... 160.2 kcal per mole
Largest force on an atom ... 0.0779 Eh/bohr
DFT total energy ... -375.05132 hartree

Positions of all 15 atoms, in Å:
C  1.00  -1.35  1.25
C  0.03  -0.25  1.20
N  -1.29  0.96  -1.93
N  -1.56  1.98  -2.69
N  -0.88  -0.47  0.09
N  -0.66  1.11  -0.89
O  -0.10  2.06  -0.33
H  0.52  -2.36  1.14
H  1.59  -1.42  0.44
H  1.54  -1.21  2.11
H  -0.71  0.02  1.91
H  0.54  0.75  1.10
H  -1.19  2.92  -2.54
H  -2.21  1.85  -3.36
H  -0.54  -1.19  -0.53

2.
The following is a quantum chemistry calculation of 2 unconnected molecules or ions with the total composition C3H9N2O, from the Open Molecules 2025 dataset.

HOMO ... -13.66 eV
Charge ... +1
Kohn-Sham gap ... 0.3713 Ha
Relative energy (zero: lowest compared OMol25 entry of this formula, charge and spin) ... 128.6 kcal per mole
Largest force on an atom ... 0.0823 Eh/bohr
DFT total energy ... -304.04549 hartree

Positions of all 15 atoms, in Å:
C  0.14  0.07  -0.63
C  2.57  0.31  -0.21
C  -1.98  -0.69  0.04
N  1.24  -0.17  -0.02
N  -2.80  0.29  -0.31
O  1.14  -1.11  1.02
H  0.22  0.83  -1.30
H  2.81  1.07  0.54
H  2.77  0.62  -1.24
H  3.14  -0.55  0.23
H  -1.65  -0.78  1.03
H  -2.07  -1.57  -0.67
H  1.80  -1.89  0.78
H  -2.76  1.21  0.20
H  -3.02  0.46  -1.32

3.
The following is a quantum chemistry calculation of a molecular structure, C2H3FI2, from the Open Molecules 2025 dataset.

HOMO (spin up / spin down) ... -8.53 / -8.96 eV
Kohn-Sham gap (spin up / spin down) ... 0.3004 / 0.2868 Ha
Relative energy (zero: lowest compared OMol25 entry of this formula, charge and spin) ... 86.7 kcal per mole
Largest force on an atom ... 0.0475 Eh/bohr
DFT total energy ... -773.08998 hartree

Positions of all 8 atoms, in Å:
C  -0.02  -0.43  -2.04
C  0.26  0.16  1.79
F  0.90  -0.30  2.80
I  0.70  2.17  1.33
I  -1.80  -0.28  1.76
H  -0.51  0.57  -1.91
H  -0.51  -1.44  -2.12
H  0.98  -0.46  -1.61

4.
The following is a quantum chemistry calculation of a single C10H16N4O4 molecule, from the Open Molecules 2025 dataset.

HOMO ... -8.88 eV
Kohn-Sham gap ... 0.3451 Ha
Structure (SMILES) ... C[C@@H](O)[C@H](N)C(=O)N[C@@H](Cc1c[nH]cn1)C(=O)O
Relative energy (zero: lowest compared OMol25 entry of this formula, charge and spin) ... 62.9 kcal per mole
Largest force on an atom ... 0.1150 Eh/bohr
DFT total energy ... -910.60870 hartree

Positions of all 34 atoms, in Å:
C  3.95  -1.61  1.17
C  4.26  -0.51  0.02
O  4.49  -1.18  -1.18
C  3.13  0.57  -0.07
N  3.11  1.56  0.91
C  1.69  -0.04  -0.31
O  1.72  -1.18  -0.88
N  0.72  0.78  -0.05
C  -0.63  0.55  -0.33
C  -1.26  -0.34  0.74
C  -2.70  -0.70  0.40
C  -3.80  -0.56  1.18
N  -4.80  -1.16  0.51
C  -4.31  -1.80  -0.57
N  -3.02  -1.44  -0.71
C  -1.46  1.89  -0.52
O  -2.25  2.11  -1.39
O  -1.23  2.73  0.51
H  4.82  -2.31  1.41
H  3.86  -1.10  2.09
H  3.14  -2.33  1.07
H  5.17  0.06  0.30
H  3.63  -1.79  -1.38
H  3.22  1.21  -1.02
H  3.50  1.08  1.86
H  3.86  2.33  0.73
H  1.06  1.53  0.48
H  -0.68  -0.04  -1.34
H  -0.67  -1.24  0.81
H  -1.34  0.07  1.76
H  -4.07  0.13  1.91
H  -5.79  -1.32  0.84
H  -4.87  -2.47  -1.19
H  -2.01  3.37  0.26

5.
The following is a quantum chemistry calculation of a molecular structure, C2H4O2Sr, from the Open Molecules 2025 dataset.

HOMO ... -17.48 eV
Charge ... +2
Kohn-Sham gap ... 0.2967 Ha
Relative energy (zero: lowest compared OMol25 entry of this formula, charge and spin) ... 0.0 kcal per mole
Largest force on an atom ... 0.0395 Eh/bohr
DFT total energy ... -259.18276 hartree

Positions of all 9 atoms, in Å:
O  -0.50  -0.05  -1.31
H  -0.40  0.01  -2.27
O  -0.55  -0.09  1.28
Sr  -2.58  -0.45  -0.06
H  -0.48  -0.10  2.24
C  0.69  0.07  0.67
C  0.71  0.04  -0.66
H  1.55  0.51  -1.19
H  1.57  0.06  1.30

6.
The following is a quantum chemistry calculation of 2 unconnected molecules or ions with the total composition CH6N2O3P, from the Open Molecules 2025 dataset.

HOMO (spin up / spin down) ... -13.67 / -13.71 eV
Charge ... +1
Kohn-Sham gap (spin up / spin down) ... 0.2283 / 0.1828 Ha
Largest force on an atom ... 0.0597 Eh/bohr
Spin multiplicity ... 3
<S²> ... 2.05
DFT total energy ... -717.79338 hartree

Positions of all 13 atoms, in Å:
C  1.52  0.35  0.49
N  -1.40  -0.61  1.33
N  -2.38  -1.14  -1.56
O  -0.79  0.35  1.59
O  -3.55  -1.73  0.56
O  1.32  1.18  -0.59
P  -2.53  -0.75  -0.07
H  0.82  0.74  1.16
H  2.46  0.39  1.04
H  1.15  -0.70  0.26
H  -1.76  -0.68  -2.16
H  2.22  1.58  -0.59
H  -4.06  -2.44  0.22

7.
The following is a quantum chemistry calculation of 7 unconnected molecules or ions with the total composition H14O6S2, from the Open Molecules 2025 dataset.

HOMO ... -9.52 eV
Kohn-Sham gap ... 0.3558 Ha
Structure (SMILES) ... SS.O.O.O.O.O.O
Relative energy (zero: lowest compared OMol25 entry of this formula, charge and spin) ... 12.1 kcal per mole
Largest force on an atom ... 0.0132 Eh/bohr
DFT total energy ... -1256.20572 hartree

Positions of all 22 atoms, in Å:
S  2.24  0.44  -0.20
S  2.87  1.08  1.64
H  1.62  1.56  -0.61
H  4.08  1.61  1.35
O  -2.36  -1.74  0.03
H  -1.75  -1.62  0.79
H  -3.21  -1.36  0.22
O  0.40  -2.95  -0.69
H  -0.53  -2.70  -0.74
H  0.42  -3.92  -0.72
O  -0.63  1.86  -1.31
H  -0.84  2.77  -1.56
H  -1.52  1.49  -1.18
O  -2.45  -0.23  -2.46
H  -1.52  -0.24  -2.75
H  -2.43  -0.91  -1.77
O  -3.29  1.25  0.37
H  -4.22  1.20  0.62
H  -2.90  1.83  1.04
O  -0.20  -1.01  1.53
H  0.50  -1.19  0.89
H  -0.33  -0.05  1.46

8.
The following is a quantum chemistry calculation of a molecular structure, C29H29IN7O4Zn, from the Open Molecules 2025 dataset.

HOMO ... -5.26 eV
Charge ... -1
Kohn-Sham gap ... 0.2758 Ha
Relative energy (zero: lowest compared OMol25 entry of this formula, charge and spin) ... 16.0 kcal per mole
Largest force on an atom ... 0.0236 Eh/bohr
DFT total energy ... -3883.93927 hartree

Positions of all 71 atoms, in Å:
Zn  -1.15  0.60  0.34
C  0.28  2.89  -3.08
C  -0.28  2.46  -1.76
N  -0.33  1.22  -1.43
N  0.12  0.25  -2.25
C  -0.41  -0.92  -1.83
O  -1.35  -1.01  -1.02
C  0.18  -2.16  -2.41
C  1.23  -2.11  -3.32
C  1.80  -3.29  -3.78
C  1.32  -4.52  -3.34
C  0.26  -4.56  -2.43
C  -0.31  -3.38  -1.97
C  -0.86  3.38  -0.76
C  -0.71  4.77  -0.79
C  -1.24  5.53  0.23
C  -1.90  4.91  1.28
C  -2.04  3.53  1.24
N  -1.56  2.80  0.23
H  1.27  2.45  -3.22
H  0.34  3.97  -3.18
H  -0.34  2.49  -3.89
H  1.59  -1.15  -3.64
H  2.62  -3.25  -4.48
H  1.77  -5.43  -3.69
H  -0.11  -5.52  -2.08
H  -1.11  -3.39  -1.25
H  -0.16  5.24  -1.60
H  -1.12  6.61  0.22
H  -2.31  5.47  2.11
H  -2.53  2.96  2.02
N  -0.19  -2.07  2.11
C  0.76  -1.97  1.23
O  1.03  -0.93  0.56
C  1.65  -3.18  0.91
I  3.22  -3.44  2.36
H  -1.70  -0.59  2.14
H  -0.21  -2.99  2.52
H  2.16  -3.06  -0.04
H  1.11  -4.12  0.94
C  3.00  -0.35  -1.19
C  3.61  0.73  -0.35
C  3.43  2.07  -0.67
C  3.93  3.08  0.15
C  4.59  2.75  1.33
N  5.01  3.75  2.25
C  4.29  4.87  2.61
O  4.83  5.91  2.95
N  2.92  4.72  2.60
C  2.24  3.48  2.76
C  2.52  2.61  3.81
C  1.87  1.39  3.86
C  0.94  1.07  2.87
N  0.67  1.90  1.87
C  1.30  3.07  1.81
C  4.82  1.41  1.63
C  4.33  0.42  0.80
H  2.48  0.07  -2.06
H  2.25  -0.89  -0.61
H  3.75  -1.06  -1.54
H  2.87  2.34  -1.55
H  3.76  4.12  -0.09
H  5.99  3.83  2.46
H  2.41  5.58  2.73
H  3.26  2.89  4.55
H  2.07  0.69  4.65
H  0.41  0.13  2.87
H  1.11  3.71  0.96
H  5.31  1.15  2.56
H  4.47  -0.62  1.07
O  -2.09  0.24  1.90

Please write out number 8 again, unchanged.
The following is a quantum chemistry calculation of a molecular structure, C29H29IN7O4Zn, from the Open Molecules 2025 dataset.

HOMO ... -5.26 eV
Charge ... -1
Kohn-Sham gap ... 0.2758 Ha
Relative energy (zero: lowest compared OMol25 entry of this formula, charge and spin) ... 16.0 kcal per mole
Largest force on an atom ... 0.0236 Eh/bohr
DFT total energy ... -3883.93927 hartree

Positions of all 71 atoms, in Å:
Zn  -1.15  0.60  0.34
C  0.28  2.89  -3.08
C  -0.28  2.46  -1.76
N  -0.33  1.22  -1.43
N  0.12  0.25  -2.25
C  -0.41  -0.92  -1.83
O  -1.35  -1.01  -1.02
C  0.18  -2.16  -2.41
C  1.23  -2.11  -3.32
C  1.80  -3.29  -3.78
C  1.32  -4.52  -3.34
C  0.26  -4.56  -2.43
C  -0.31  -3.38  -1.97
C  -0.86  3.38  -0.76
C  -0.71  4.77  -0.79
C  -1.24  5.53  0.23
C  -1.90  4.91  1.28
C  -2.04  3.53  1.24
N  -1.56  2.80  0.23
H  1.27  2.45  -3.22
H  0.34  3.97  -3.18
H  -0.34  2.49  -3.89
H  1.59  -1.15  -3.64
H  2.62  -3.25  -4.48
H  1.77  -5.43  -3.69
H  -0.11  -5.52  -2.08
H  -1.11  -3.39  -1.25
H  -0.16  5.24  -1.60
H  -1.12  6.61  0.22
H  -2.31  5.47  2.11
H  -2.53  2.96  2.02
N  -0.19  -2.07  2.11
C  0.76  -1.97  1.23
O  1.03  -0.93  0.56
C  1.65  -3.18  0.91
I  3.22  -3.44  2.36
H  -1.70  -0.59  2.14
H  -0.21  -2.99  2.52
H  2.16  -3.06  -0.04
H  1.11  -4.12  0.94
C  3.00  -0.35  -1.19
C  3.61  0.73  -0.35
C  3.43  2.07  -0.67
C  3.93  3.08  0.15
C  4.59  2.75  1.33
N  5.01  3.75  2.25
C  4.29  4.87  2.61
O  4.83  5.91  2.95
N  2.92  4.72  2.60
C  2.24  3.48  2.76
C  2.52  2.61  3.81
C  1.87  1.39  3.86
C  0.94  1.07  2.87
N  0.67  1.90  1.87
C  1.30  3.07  1.81
C  4.82  1.41  1.63
C  4.33  0.42  0.80
H  2.48  0.07  -2.06
H  2.25  -0.89  -0.61
H  3.75  -1.06  -1.54
H  2.87  2.34  -1.55
H  3.76  4.12  -0.09
H  5.99  3.83  2.46
H  2.41  5.58  2.73
H  3.26  2.89  4.55
H  2.07  0.69  4.65
H  0.41  0.13  2.87
H  1.11  3.71  0.96
H  5.31  1.15  2.56
H  4.47  -0.62  1.07
O  -2.09  0.24  1.90

The highest DFT total energy belongs to which entry?
C2H4O2Sr

The lowest DFT total energy belongs to which entry?
C29H29IN7O4Zn

What is the largest force on an atom in the eighth record?
0.0236 Eh/bohr